This record from the OMol25 dataset describes 9 unconnected molecules or ions with the total composition C30H84N6O9. The level of theory is ωB97M-V/def2-TZVPD.

Frontier orbital gap = 9.3 eV
Energy above the lowest of the compared OMol25 structures with the same formula, charge and spin = 255.5 kJ/mol
HOMO = -8.872 eV

```
! wB97M-V def2-TZVPD RIJCOSX def2/J DEFGRID3
* xyz 0 1
C -0.25 1.41 0.07
C 1.24 1.33 -0.17
O 1.55 1.05 -1.48
H -0.75 2.18 -0.52
H -0.48 1.43 1.13
H -0.62 0.42 -0.19
H 1.60 0.49 0.43
H 1.76 2.23 0.16
H 1.51 1.88 -1.96
C -3.72 0.42 0.00
C -5.18 0.09 0.10
O -5.85 1.01 0.95
H -3.65 1.45 -0.32
H -3.27 -0.17 -0.80
H -3.21 0.32 0.96
H -5.35 -0.89 0.54
H -5.56 0.20 -0.92
H -6.31 0.50 1.62
C -1.34 5.27 1.66
C -2.46 4.37 1.16
O -2.95 4.86 -0.07
H -1.13 5.07 2.71
H -1.68 6.30 1.64
H -0.38 5.17 1.14
H -3.28 4.32 1.87
H -2.01 3.39 1.06
H -3.83 4.50 -0.15
C 4.89 0.35 -1.36
C 4.71 1.55 -2.32
C 4.74 2.90 -1.62
O 4.27 3.90 -2.46
C 4.36 5.25 -1.91
N 5.76 1.40 -3.32
H 4.83 -0.52 -2.02
H 4.12 0.43 -0.60
H 5.83 0.40 -0.83
H 3.75 1.42 -2.82
H 5.74 3.03 -1.22
H 4.04 2.92 -0.79
H 3.55 5.48 -1.21
H 4.34 5.86 -2.81
H 5.30 5.38 -1.37
H 5.62 2.14 -3.98
H 5.43 0.64 -3.91
C 0.03 -5.64 -3.75
C -0.49 -4.24 -4.03
C 0.25 -3.08 -3.44
O 0.19 -3.07 -1.98
C 0.55 -1.80 -1.46
N -0.76 -4.12 -5.48
H 0.06 -5.78 -2.67
H 1.07 -5.76 -4.06
H -0.48 -6.50 -4.20
H -1.48 -4.16 -3.58
H -0.20 -2.17 -3.81
H 1.28 -3.04 -3.81
H 0.51 -1.85 -0.37
H -0.11 -0.99 -1.80
H 1.59 -1.55 -1.68
H -1.43 -4.79 -5.82
H 0.10 -4.36 -5.93
C -2.30 -2.61 0.92
C -1.97 -4.15 1.00
C -3.06 -5.03 1.71
O -2.91 -4.81 3.10
C -3.87 -5.56 3.86
N -1.81 -4.57 -0.38
H -2.69 -2.30 1.89
H -3.16 -2.39 0.28
H -1.46 -2.01 0.58
H -1.00 -4.19 1.49
H -2.91 -6.09 1.50
H -4.02 -4.76 1.28
H -4.02 -6.59 3.54
H -4.87 -5.13 3.75
H -3.63 -5.68 4.92
H -1.06 -4.12 -0.87
H -1.47 -5.52 -0.47
C 1.80 2.79 -4.54
C 1.01 3.69 -3.64
C -0.46 3.36 -3.67
O -0.90 3.62 -4.97
C -2.26 3.37 -5.27
N 1.55 3.71 -2.29
H 1.71 1.74 -4.27
H 2.86 3.03 -4.53
H 1.38 2.88 -5.54
H 1.16 4.66 -4.12
H -1.00 4.04 -3.02
H -0.63 2.31 -3.43
H -2.48 2.30 -5.32
H -2.44 3.67 -6.30
H -2.97 3.84 -4.58
H 1.24 4.49 -1.73
H 2.54 3.83 -2.41
C 3.44 -1.31 1.80
C 2.89 -2.39 2.63
C 1.35 -2.35 2.87
O 1.02 -3.45 3.77
C -0.15 -3.24 4.54
N 3.24 -3.71 2.06
H 2.96 -1.22 0.82
H 4.48 -1.45 1.51
H 3.30 -0.32 2.24
H 3.43 -2.47 3.57
H 0.74 -2.56 1.99
H 1.18 -1.32 3.19
H -0.17 -2.24 4.97
H -0.35 -4.03 5.27
H -0.95 -3.17 3.81
H 2.98 -3.80 1.08
H 2.51 -4.29 2.45
C -1.92 -0.25 3.99
C -1.32 0.60 5.04
C -0.69 1.95 4.50
O 0.43 1.65 3.65
C 1.18 2.76 3.32
N -2.29 0.79 6.13
H -2.68 0.29 3.43
H -2.42 -1.14 4.37
H -1.19 -0.59 3.25
H -0.44 0.09 5.43
H -0.47 2.52 5.40
H -1.51 2.47 4.00
H 1.39 3.45 4.14
H 0.57 3.41 2.70
H 2.13 2.53 2.84
H -1.86 1.44 6.77
H -3.07 1.34 5.81
*
```

***

This record from the OMol25 dataset describes 3 unconnected molecules or ions with the total composition C3H13NO3. The level of theory is ωB97M-V/def2-TZVPD.

Frontier orbital gap = 10.1 eV
Energy above the lowest of the compared OMol25 structures with the same formula, charge and spin = 221.4 kJ/mol
HOMO = -9.395 eV

```
! wB97M-V def2-TZVPD RIJCOSX def2/J DEFGRID3
* xyz 0 1
C -1.44 1.21 -0.11
C -1.31 -0.09 -0.91
C -0.62 -1.20 -0.06
O -0.69 -2.45 -0.72
N -0.05 1.81 -0.13
H -1.62 0.98 1.03
H -2.24 1.67 -0.61
H -0.76 0.20 -1.86
H -2.23 -0.66 -1.36
H -1.01 -1.30 0.92
H 0.42 -0.88 -0.01
H -1.58 -2.56 -1.15
H 0.07 2.60 0.45
H 0.46 0.98 0.10
H 2.32 4.20 4.63
H 2.46 2.73 4.83
O 1.88 3.36 4.55
H 1.78 -2.90 -3.59
H 2.04 -3.83 -2.53
O 2.13 -3.89 -3.47
*
```